(1)
A structure of composition C25H36N6O2RuTe at a distorted geometry, computed with ωB97M-V/def2-TZVPD.

Properties
- E_HOMO (spin up / spin down) (hartree) = -0.62063 / -0.62016
- <S²> = 0.77
- charge = +3
- frontier orbital gap (spin up / spin down) (eV) = 6.91 / 7.21
- multiplicity = 2
- LUMO (spin up / spin down) (eV) = -10.0 / -9.7

Structure (XYZ):
```
71
C25H36N6O2RuTe | OMol25 | ωB97M-V/def2-TZVPD
Ru 0.0489 -0.7252 0.1841
C 2.1870 -1.4438 2.3287
C 1.3587 -0.3683 3.0419
N 0.8302 0.6013 2.0524
C -0.2674 1.4239 2.5689
C -1.5387 0.6457 2.5300
C -2.6698 1.0052 3.2399
C -3.7953 0.2011 3.1585
C -3.7450 -0.9697 2.4133
C -2.5750 -1.2725 1.7468
C -2.3585 -2.5350 0.9871
N -0.9113 -2.8029 0.8910
C -0.3463 -3.3286 2.1628
C 1.1544 -3.6466 2.0388
N 1.9990 -2.7755 2.8034
N -1.5133 -0.4584 1.7776
H 3.2443 -1.1735 2.3618
H 1.8552 -1.3764 1.2679
H 1.9679 0.1333 3.7971
H 0.5159 -0.8259 3.5555
H 1.5825 1.2217 1.7660
H -0.3691 2.3141 1.9427
H -0.0705 1.7651 3.5889
H -2.6673 1.8926 3.8590
H -4.6955 0.4605 3.7002
H -4.5917 -1.6409 2.3584
H -2.7682 -2.4389 -0.0219
H -2.8821 -3.3575 1.4814
H -0.7918 -3.5283 0.1919
H -0.8911 -4.2314 2.4504
H -0.4993 -2.5904 2.9456
H 1.4227 -3.5822 0.9635
H 1.3353 -4.6697 2.3599
H 2.7953 -3.2134 3.2351
O 4.0966 3.7460 -3.3761
C 4.6061 2.4680 -3.1065
C 3.5771 1.6986 -2.3352
C 3.8731 0.4652 -1.7557
C 2.8988 -0.1809 -1.0304
N 1.6648 0.3249 -0.8661
C 1.3518 1.4876 -1.4609
C 2.2870 2.1971 -2.1904
C -0.0473 1.8929 -1.3292
C -0.5300 3.1319 -1.7043
C -1.8918 3.3995 -1.6155
C -2.4311 4.7361 -2.0296
O -1.3552 5.6261 -2.1608
C -2.7300 2.3897 -1.1455
C -2.1769 1.1862 -0.7668
N -0.8604 0.9401 -0.8505
H 4.7481 4.2757 -3.8516
H 5.5337 2.4992 -2.5236
H 4.8343 1.9131 -4.0264
H 4.8496 0.0114 -1.8640
H 3.1059 -1.1329 -0.5601
H 2.0395 3.1340 -2.6668
H 0.1283 3.9118 -2.0582
H -3.1678 5.0713 -1.2911
H -2.9727 4.6041 -2.9757
H -1.6666 6.4948 -2.4428
H -3.7993 2.5396 -1.0714
H -2.7989 0.3822 -0.3974
C -1.3270 -1.8338 -3.0300
Te 0.5537 -2.3033 -2.1384
C 0.0877 -4.3685 -1.9014
H -2.1155 -2.3632 -2.5015
H -1.3065 -2.1510 -4.0700
H -1.4725 -0.7594 -2.9721
H 0.2176 -4.8239 -2.8816
H -0.9432 -4.5002 -1.5778
H 0.7891 -4.8198 -1.2029
```

(2)
A structure of composition C26H39N4PReS, computed with ωB97M-V/def2-TZVPD.

Properties
- E_HOMO (hartree) = -0.63195
- charge = +3
- frontier orbital gap (eV) = 5.87
- LUMO (eV) = -11.3

Structure (XYZ):
```
72
C26H39N4PReS | OMol25 | ωB97M-V/def2-TZVPD
Re 0.0116 0.1080 0.6867
C 0.6541 -5.4886 0.2617
C 1.4367 -4.7899 1.3604
N 0.5779 -3.9456 2.2037
C 0.3485 -2.6573 2.0743
S 1.2482 -1.7433 0.8049
N -0.4234 -2.0032 2.8975
N -0.6058 -0.6999 2.5897
C -1.3055 0.0438 3.3913
C -1.9203 -0.4304 4.6524
C -1.4212 1.4374 2.9431
C -2.0816 2.4182 3.6544
C -2.0844 3.7232 3.1728
C -1.4006 4.0164 2.0017
C -0.7535 2.9964 1.3357
N -0.7878 1.7214 1.7695
H 1.3121 -6.1525 -0.2971
H 0.2247 -4.7672 -0.4381
H -0.1542 -6.0902 0.6767
H 2.2370 -4.1713 0.9532
H 1.9142 -5.5092 2.0232
H 0.0754 -4.3979 2.9592
H -1.5997 -1.4394 4.8856
H -3.0105 -0.4172 4.5618
H -1.6523 0.2367 5.4738
H -2.5791 2.1722 4.5817
H -2.6002 4.5030 3.7181
H -1.3595 5.0220 1.6075
H -0.2012 3.1806 0.4251
C -0.4068 2.3325 -2.8105
C -1.3815 1.2082 -2.4708
C -2.5533 1.7085 -1.6247
P -0.5596 -0.2455 -1.7091
C -1.8394 -1.5473 -1.4390
C -2.8521 -1.7309 -2.5762
C -2.5697 -1.3061 -0.0977
C 0.7759 -0.9762 -2.7445
C 0.2526 -1.4780 -4.0969
C 2.0128 -0.0953 -2.9278
H -0.9525 3.1301 -3.3149
H 0.3936 2.0122 -3.4732
H 0.0416 2.7609 -1.9086
H -1.7825 0.7919 -3.4025
H -2.2323 2.0393 -0.6332
H -3.3394 0.9666 -1.5019
H -2.9975 2.5738 -2.1172
H -1.2356 -2.4566 -1.3483
H -3.4837 -0.8502 -2.6927
H -3.5073 -2.5653 -2.3225
H -2.3945 -1.9548 -3.5342
H -3.6198 -1.0697 -0.2681
H -2.2102 -0.4368 0.4936
H -2.5265 -2.1770 0.5565
H 1.0575 -1.8509 -2.1463
H -0.2329 -0.6863 -4.6703
H -0.4235 -2.3231 -4.0023
H 1.1106 -1.8159 -4.6789
H 1.9231 0.5204 -3.8220
H 2.8850 -0.7338 -3.0643
H 2.2072 0.5530 -2.0774
C 1.4442 1.0765 0.3575
C 2.6671 1.7439 0.3838
C 3.5598 1.4742 1.4495
C 4.7697 2.1279 1.4986
C 5.0933 3.0653 0.5188
C 4.2104 3.3595 -0.5216
C 3.0039 2.7038 -0.6012
H 3.2895 0.7547 2.2120
H 5.4660 1.9207 2.2997
H 6.0452 3.5784 0.5681
H 4.4784 4.0991 -1.2636
H 2.3137 2.9223 -1.4062
```

(3)
A cluster of 2 separate species, C8H17N2O4S in total at a distorted geometry, computed with ωB97M-V/def2-TZVPD.

Properties
- E_HOMO (spin up / spin down) (hartree) = -0.46051 / -0.46052
- charge = +1
- frontier orbital gap (spin up / spin down) (eV) = 7.31 / 7.31
- LUMO (spin up / spin down) (eV) = -5.2 / -5.2

Structure (XYZ):
```
32
C8H17N2O4S | OMol25 | ωB97M-V/def2-TZVPD
C 1.3483 -1.2166 -0.1316
C -1.9504 -0.9561 -0.2727
C 1.1015 1.6832 1.0280
C -3.8911 1.5085 -1.1548
C 2.8760 -1.0729 -0.1543
C 0.6527 0.3402 1.6564
C -2.5147 1.3334 -0.4832
C -1.9575 -2.1322 0.6695
N 0.5113 -0.6348 0.6292
N 3.4152 -2.0180 -1.1443
O 0.9686 -2.2351 -0.9641
O -1.5751 -1.1363 -1.4115
O -2.3371 -2.0424 1.8710
O -2.4576 0.1578 0.3100
S -1.5280 -3.5563 -0.0996
H 0.8859 2.6247 1.7212
H 2.1432 1.7348 0.8025
H 0.6513 1.7461 0.1576
H -4.0781 0.4240 -1.5258
H -4.7494 1.8118 -0.3893
H -3.7352 2.1246 -1.9092
H 2.9716 -1.2024 0.9529
H 3.0852 -0.1232 -0.5025
H 1.3261 0.1272 2.3951
H -0.2925 0.3133 2.0390
H -2.4704 2.2737 0.0639
H -1.6960 1.4190 -1.3132
H 3.2746 -2.9874 -0.8159
H 4.3645 -1.7968 -1.3498
H 1.6373 -2.4450 -1.6217
H -2.7908 -2.7726 2.3090
H -1.0742 -2.7741 -1.2719
```

(4)
A structure of composition C9H21ClI2MoN2OPS at a distorted geometry, computed with ωB97M-V/def2-TZVPD.

Properties
- E_HOMO (spin up / spin down) (hartree) = -0.69321 / -0.69322
- <S²> = 2.12
- charge = +3
- frontier orbital gap (spin up / spin down) (eV) = 4.59 / 5.32
- multiplicity = 3
- LUMO (spin up / spin down) (eV) = -14.3 / -13.5

Structure (XYZ):
```
39
C9H21ClI2MoN2OPS | OMol25 | ωB97M-V/def2-TZVPD
I -0.4952 -2.1520 5.5190
I -2.9200 -0.8860 4.5673
Mo -0.5113 -1.3868 1.3516
P -1.5665 -2.9910 -0.2875
C -2.4819 -4.4490 0.5037
C -2.8171 -2.5541 -1.5822
H 0.1408 -3.3603 -2.0221
H -0.8219 -4.8725 -1.7353
H 0.4521 -4.3425 -0.5570
C -0.3271 -4.0055 -1.2615
H -2.3750 -1.8368 -2.2914
H -3.1395 -3.4715 -2.1128
H -2.8052 -5.1323 -0.3143
H -3.3481 -4.0343 1.0522
H -3.6834 -2.0922 -1.0785
H -1.8044 -4.9526 1.2268
C -1.3230 -2.6471 2.5811
O -1.7131 -3.6592 3.0957
Cl 0.2774 -1.0612 -1.0475
C 4.1051 2.8495 0.4119
C 2.9010 2.0360 -0.0235
N 1.8067 1.8869 0.9906
C 0.5142 1.8243 0.5647
S -0.6840 0.9622 1.5188
N 0.0970 2.5367 -0.5196
C 0.4381 4.0622 -0.6190
C 0.1997 4.5525 -2.0196
H 3.8175 3.7752 0.9213
H 4.7131 3.1176 -0.4580
H 4.7866 2.3401 1.0892
H 2.4284 2.4665 -0.9099
H 3.2329 1.0458 -0.3431
H 2.0841 1.2102 1.7203
H -0.9169 2.4116 -0.7048
H -0.2626 4.4892 0.1110
H 1.4796 4.1496 -0.2404
H -0.8319 4.5542 -2.3663
H 0.5263 5.5761 -1.9910
H 0.8276 4.0406 -2.7400
```

(5)
A structure of composition ClNO7Rb at a distorted geometry, computed with ωB97M-V/def2-TZVPD.

Properties
- E_HOMO (hartree) = -0.11047
- charge = -1
- frontier orbital gap (eV) = 3.20
- LUMO (eV) = 0.2

Structure (XYZ):
```
10
ClNO7Rb | OMol25 | ωB97M-V/def2-TZVPD
Rb -1.1138 0.5118 5.0430
Cl -0.2251 -0.6507 1.2351
O -0.6131 -1.7182 0.3737
O 1.1978 -0.6984 1.5227
O -0.5613 0.6749 0.8096
O -0.9325 -0.8689 2.5325
N 0.5406 0.6814 -2.8684
O 0.8648 0.2024 -1.7773
O 0.5983 1.9338 -3.0521
O 0.2443 -0.0681 -3.8188
```